ORCA calculation (the ωB97M-V functional and the def2-TZVPD basis) on a 7-piece molecular cluster, C30H62FO9P overall.

Geometry as ORCA input:
```
! wB97M-V def2-TZVPD RIJCOSX def2/J DEFGRID3
* xyz 0 1
C -0.951 1.263 0.440
C -1.739 -0.089 0.933
O -0.837 -0.795 1.820
C -0.001 -1.753 1.118
C 1.511 -1.201 0.991
O 2.292 -1.791 -0.077
P 1.658 -1.428 -1.653
C 0.934 -1.227 -3.439
C 1.829 -0.282 -4.378
O 1.444 0.088 -5.521
F 3.156 0.184 -4.016
H -0.479 0.989 -0.576
H -1.682 2.128 0.253
H -0.177 1.479 1.257
H -2.671 0.299 1.502
H -2.112 -0.694 0.036
H -0.475 -2.094 0.136
H 0.057 -2.685 1.808
H 1.478 -0.045 0.968
H 2.030 -1.462 1.995
H 0.833 -2.606 -1.539
H 2.982 -1.618 -2.206
H 1.276 -0.100 -1.276
H 0.969 -2.279 -3.931
H -0.181 -0.935 -3.433
C 2.309 -4.020 5.689
C 1.054 -3.857 6.517
C 0.483 -2.564 5.970
O 0.876 -2.484 4.594
C 1.867 -3.489 4.340
H 2.675 -5.047 5.643
H 3.107 -3.390 6.096
H 0.366 -4.684 6.314
H 1.238 -3.820 7.592
H 0.901 -1.694 6.489
H -0.606 -2.522 6.043
H 1.400 -4.276 3.737
H 2.691 -3.056 3.768
C 2.227 4.315 -1.732
C 2.425 4.066 -3.211
C 1.869 2.666 -3.373
O 0.835 2.513 -2.387
C 0.911 3.612 -1.467
H 2.206 5.372 -1.463
H 3.030 3.834 -1.163
H 1.826 4.776 -3.790
H 3.464 4.152 -3.536
H 2.631 1.913 -3.175
H 1.456 2.491 -4.369
H 0.060 4.273 -1.664
H 0.832 3.239 -0.443
C 4.341 8.750 1.141
C 5.396 8.343 0.138
C 5.017 6.905 -0.154
O 3.595 6.810 0.003
C 3.120 8.009 0.632
H 4.188 9.828 1.205
H 4.613 8.382 2.136
H 5.297 8.947 -0.771
H 6.418 8.448 0.507
H 5.480 6.219 0.564
H 5.297 6.594 -1.163
H 2.587 8.595 -0.125
H 2.421 7.753 1.431
C -5.869 0.371 -0.558
C -7.075 0.637 0.314
C -6.437 0.897 1.664
O -5.150 1.476 1.410
C -4.848 1.333 0.016
H -6.052 0.530 -1.623
H -5.530 -0.661 -0.419
H -7.594 1.536 -0.034
H -7.793 -0.185 0.333
H -6.282 -0.036 2.217
H -7.029 1.575 2.284
H -4.931 2.323 -0.448
H -3.823 0.978 -0.104
C -3.078 -4.238 4.253
C -2.839 -2.745 4.282
C -4.153 -2.206 3.753
O -5.172 -3.136 4.145
C -4.544 -4.330 4.630
H -2.429 -4.800 4.927
H -2.929 -4.619 3.237
H -2.688 -2.414 5.314
H -1.978 -2.426 3.691
H -4.150 -2.154 2.659
H -4.389 -1.214 4.148
H -4.672 -4.358 5.718
H -5.035 -5.205 4.199
C 1.806 -5.186 -6.729
C 2.043 -3.693 -6.690
C 0.731 -3.152 -7.223
O -0.289 -4.086 -6.842
C 0.338 -5.282 -6.360
H 2.452 -5.752 -6.054
H 1.961 -5.560 -7.746
H 2.188 -3.367 -5.654
H 2.906 -3.369 -7.273
H 0.741 -3.093 -8.316
H 0.492 -2.163 -6.823
H 0.203 -5.317 -5.273
H -0.149 -6.155 -6.800
*
```

Summary:
Total energy ... -2298.40533 Eh
SMILES string ... CCOCCO[PH3]CC(=O)F.C1CCOC1.C1CCOC1.C1CCOC1.C1CCOC1.C1CCOC1.C1CCOC1
HOMO energy ... -0.3410 hartree
Frontier orbital gap ... 9.83 eV


ORCA calculation (the ωB97M-V functional and the def2-TZVPD basis) on a 2-piece molecular cluster, CH3BrO3 overall.

Geometry as ORCA input:
```
! wB97M-V def2-TZVPD RIJCOSX def2/J DEFGRID3
* xyz 0 1
C 0.478 -0.040 0.490
O 1.090 1.083 1.100
O -1.077 -0.539 -0.714
O -1.260 0.191 -1.835
Br -0.254 -1.166 1.948
H -0.931 -0.292 -2.680
H 1.255 -0.564 -0.236
H 0.699 1.327 1.927
*
```

Summary:
Total energy ... -2839.41671 Eh
HOMO energy (spin up / spin down) ... -0.3504 / -0.3299 hartree
Frontier orbital gap (spin up / spin down) ... 9.18 / 8.60 eV
Energy relative to the best compared isomer or geometry (same formula, charge and spin) ... 121.9 kcal per mole


ORCA calculation (the ωB97M-V functional and the def2-TZVPD basis) on an isolated molecule of C3H8N4O.

Geometry as ORCA input:
```
! wB97M-V def2-TZVPD RIJCOSX def2/J DEFGRID3
* xyz 0 1
C 0.854 -1.257 -0.567
C 0.024 0.928 -0.029
C -1.356 0.335 0.037
H 1.440 -2.024 -0.060
H -0.113 -1.574 -0.883
H 1.438 -1.163 -1.508
H 2.635 0.238 1.226
H 1.292 2.122 -0.486
H -1.526 0.436 2.138
H -2.657 -0.630 1.330
H -1.572 0.286 -1.877
N 0.901 -0.122 0.372
N 0.242 2.073 -0.361
N -1.782 -0.083 1.296
N -2.084 0.086 -0.989
O 2.265 0.350 0.361
*
```

Summary:
Total energy ... -413.28984 Eh
SMILES string ... [H]/N=C(/C(N)=N\[H])N(C)O
HOMO energy ... -0.3436 hartree
Frontier orbital gap ... 10.01 eV
Energy relative to the best compared isomer or geometry (same formula, charge and spin) ... 79.2 kcal per mole


ORCA calculation (the ωB97M-V functional and the def2-TZVPD basis) on C56H55Br2LuN4O2P2 as an isolated structure.

Geometry as ORCA input:
```
! wB97M-V def2-TZVPD RIJCOSX def2/J DEFGRID3
* xyz 2 1
Lu -1.205 0.389 0.118
Br -0.440 2.294 5.132
C -1.898 1.369 5.216
Br -2.850 0.310 2.277
H -2.759 1.906 4.757
H -2.146 0.553 5.842
C -4.883 5.196 -2.702
C -3.671 5.275 -3.634
C -3.844 6.013 -4.800
C -2.783 6.415 -5.617
C -1.530 6.016 -5.270
C -1.350 5.268 -4.115
C -2.381 4.936 -3.278
N -2.073 4.336 -1.994
C -1.982 2.976 -1.758
N -2.372 2.161 -2.723
C -2.695 0.775 -2.765
C -2.421 -0.155 -1.700
C -2.880 -1.494 -1.966
C -3.607 -1.823 -3.051
C -3.796 -0.879 -4.080
C -3.417 0.434 -3.969
C -3.512 1.298 -5.199
N -1.526 2.431 -0.638
C -1.029 3.376 0.318
C 0.268 3.861 0.153
C 0.730 4.877 0.962
C -0.126 5.342 1.965
C -1.452 4.912 2.103
C -1.944 3.897 1.223
C -3.410 3.677 1.064
H -5.792 5.022 -3.283
H -4.966 6.168 -2.246
H -4.823 4.435 -1.891
H -4.887 6.262 -4.994
H -2.977 6.992 -6.519
H -0.708 6.347 -5.890
H -0.286 5.042 -3.821
H -1.549 4.958 -1.331
H -2.695 2.673 -3.554
H -2.752 -2.274 -1.236
H -3.907 -2.856 -3.254
H -4.163 -1.177 -5.041
H -3.805 0.753 -6.088
H -2.566 1.790 -5.353
H -4.226 2.099 -5.098
H 0.921 3.435 -0.597
H 1.694 5.291 0.809
H 0.260 6.168 2.564
H -2.094 5.318 2.850
H -3.752 4.046 0.090
H -4.007 4.139 1.839
H -3.646 2.621 1.088
C 1.574 -1.616 2.837
N 2.836 -2.152 2.300
C 3.437 -1.107 1.429
P 2.770 -1.374 -0.334
C 4.055 -2.440 -1.050
C 4.862 -2.229 -2.159
C 5.749 -3.254 -2.594
C 5.828 -4.434 -1.907
C 5.083 -4.609 -0.759
C 4.183 -3.655 -0.370
C 3.212 0.233 -1.312
C 4.091 1.238 -0.921
C 4.191 2.391 -1.613
C 3.450 2.617 -2.750
C 2.563 1.649 -3.222
C 2.462 0.448 -2.522
C 3.618 -2.802 3.260
C 2.929 -3.852 3.937
C 3.587 -4.516 4.969
C 4.868 -4.134 5.368
C 5.572 -3.191 4.662
C 4.959 -2.522 3.595
P -0.019 -2.156 1.978
C 0.116 -3.743 1.036
C 0.298 -5.081 1.483
C 0.269 -6.151 0.592
C 0.008 -5.903 -0.737
C -0.328 -4.643 -1.176
C -0.238 -3.581 -0.307
C -1.014 -2.620 3.477
C -0.840 -1.863 4.645
C -1.774 -2.068 5.692
C -2.772 -3.011 5.637
C -2.894 -3.768 4.475
C -2.078 -3.543 3.416
H 1.467 -0.534 2.736
H 1.428 -1.765 3.894
H 4.492 -1.253 1.267
H 3.185 -0.086 1.676
H 4.883 -1.284 -2.680
H 6.355 -3.080 -3.453
H 6.496 -5.215 -2.219
H 5.145 -5.568 -0.230
H 3.581 -3.774 0.508
H 4.790 1.094 -0.067
H 4.893 3.197 -1.410
H 3.563 3.553 -3.263
H 1.961 1.779 -4.120
H 1.720 -0.294 -2.841
H 1.936 -4.179 3.600
H 3.034 -5.321 5.517
H 5.311 -4.615 6.221
H 6.601 -2.990 4.821
H 5.442 -1.717 3.085
H 0.424 -5.268 2.526
H 0.483 -7.141 0.945
H 0.062 -6.714 -1.492
H -0.490 -4.472 -2.218
H -0.387 -2.579 -0.671
H -0.066 -1.092 4.704
H -1.675 -1.530 6.595
H -3.364 -3.175 6.556
H -3.658 -4.602 4.397
H -2.150 -4.159 2.528
O 0.918 0.990 0.282
H 1.054 1.906 0.575
H 1.600 0.810 -0.402
O -7.056 -3.863 0.137
C -6.880 -2.813 0.528
*
```

Summary:
Total energy ... -9602.15012 Eh
HOMO energy (spin up / spin down) ... -0.4291 / -0.4136 hartree
Frontier orbital gap (spin up / spin down) ... 6.40 / 2.08 eV
Energy relative to the best compared isomer or geometry (same formula, charge and spin) ... 147.0 kcal per mole